The following is a DFT calculation (the ωB97M-V functional and the def2-TZVPD basis) of a molecular structure, C18H40N5P3SV at a distorted geometry.

LUMO energy (spin up / spin down)	-15.357 / -15.358	eV
energy relative to the best compared isomer or geometry (same formula, charge and spin)	0.0	kcal/mol
charge	+4
2S+1	2

```
68
Properties=species:S:1:pos:R:3:forces:R:3
V 1.5411 -0.1229 0.1842 -0.3 -2.3 -0.6
S -1.1276 -2.2101 -1.4813 1.5 1.4 -1.1
P 3.3869 1.1972 0.0505 2.7 2.4 0.5
P 0.1040 1.3959 1.2667 -1.2 1.7 1.7
P -3.7462 -1.6068 -0.5391 -0.3 0.9 -0.2
N 0.5712 -2.5988 3.4844 2.2 0.4 -0.2
N 1.3669 -1.6158 3.9733 -2.7 1.6 -2.8
N 0.9705 -1.0064 5.1434 0.4 0.4 0.2
N 1.7814 -0.7488 2.9864 -0.7 -2.9 0.9
N 1.4226 -1.3651 1.8531 0.9 1.0 1.4
C 2.6401 -1.8981 -0.5250 0.0 0.8 -2.7
C -1.0819 -1.1238 -2.8543 0.2 -1.3 1.0
C 4.8280 1.0697 -1.0625 -0.4 -0.6 -0.5
C 2.2847 -0.9914 -1.6116 1.1 -1.7 1.4
C -3.4369 0.1211 -0.8895 0.0 -0.2 0.0
C 4.1572 0.9444 1.6985 -0.4 0.0 0.3
C -3.5265 -2.0081 1.1654 0.1 -0.4 0.3
C -0.7223 0.2545 -2.8745 -0.8 0.9 -0.4
C 3.0967 3.0060 -0.0317 -0.4 0.0 -0.1
C -1.3175 0.8826 2.3086 0.0 -0.4 -0.2
C 1.0273 2.2357 2.6222 0.0 0.0 -0.1
C -1.2485 1.0804 -3.8916 1.4 -0.8 2.0
C -2.3421 -0.8490 -4.8633 0.5 -0.7 0.8
C 0.7675 -2.4773 2.1714 -0.7 -0.4 0.8
C -2.1457 0.5342 -4.7933 -0.5 -0.2 -0.9
C -0.6659 2.7688 0.3426 0.1 -0.1 -0.1
C -1.7066 -1.7155 -3.9682 -0.8 0.8 -0.9
C -5.2543 -2.1412 -1.3306 0.3 -0.9 -0.6
H -2.5612 -1.6656 1.5452 -0.1 0.0 -0.2
H 5.0162 0.0242 -1.3235 0.3 0.2 0.1
H -6.1168 -1.9785 -0.6809 0.0 0.2 0.2
H 5.6960 1.5131 -0.5690 -0.1 -0.1 0.1
H -3.5858 -3.0893 1.3151 -0.2 0.0 0.1
H 1.7124 -0.4233 5.4906 0.4 0.2 0.3
H 3.9765 3.4809 -0.4804 -0.2 0.0 0.1
H 2.2121 3.2200 -0.6492 0.4 0.1 0.1
H 0.4173 -3.1905 1.4446 -0.1 -0.1 0.1
H -5.3804 -1.6023 -2.2830 0.0 -0.2 0.3
H -2.6160 -2.4513 -1.3568 -0.9 0.1 0.1
H -5.2046 -3.2306 -1.5201 -0.1 0.4 0.0
H 1.5306 1.4822 3.2408 -0.2 0.4 -0.2
H 3.7007 0.1030 2.2386 0.5 0.3 -0.2
H -4.3762 0.5653 -1.2253 0.0 0.1 0.1
H -2.0559 0.3195 1.7298 0.1 0.2 0.3
H 2.1827 -2.9027 -0.5115 0.0 0.7 0.3
H 1.4543 -1.2240 -2.2891 0.4 -0.1 0.3
H 5.2248 0.7758 1.5304 -0.2 0.0 0.3
H -0.1047 0.6690 -2.0742 -0.2 0.0 -0.2
H -3.0199 -1.2617 -5.5666 -0.3 -0.2 -0.8
H -2.6896 0.2407 -1.6847 -0.2 0.0 0.1
H -1.7354 -2.8008 -4.0345 -0.4 0.2 -0.1
H 3.6735 -1.8705 -0.1075 -0.9 0.1 -0.2
H -0.9788 2.1261 -3.8871 -0.1 0.1 -0.2
H 0.1060 3.4005 -0.1102 -0.3 0.0 0.1
H 2.9428 3.4015 0.9777 0.1 0.1 -0.5
H 0.6654 -1.6552 5.8448 0.0 -0.8 0.2
H -2.6790 1.1810 -5.5030 0.3 -0.3 0.3
H -1.2606 3.3525 1.0610 0.2 0.0 -0.4
H -1.3216 2.3701 -0.4448 0.1 0.2 0.2
H 1.7522 2.9511 2.2320 -0.2 -0.1 0.3
H -0.9882 0.2796 3.1633 0.0 0.1 -0.2
H 4.6411 1.6304 -1.9816 -0.1 -0.1 0.0
H -3.0676 0.6161 0.0080 -0.1 0.0 0.0
H -4.3281 -1.4945 1.7176 0.0 -0.2 0.0
H -1.7766 1.8026 2.6937 0.0 -0.3 -0.1
H 3.9971 1.8588 2.2896 0.2 -0.4 -0.1
H 3.0355 -0.3024 -2.0035 -0.4 -0.4 -0.2
H 0.2857 2.7678 3.2297 0.2 0.0 -0.1
```
Forces are in eV/Å.

=====

The following is a DFT calculation (the ωB97M-V functional and the def2-TZVPD basis) of 2 unconnected molecules or ions with the total composition C3H8O4 at a distorted geometry.

LUMO energy	0.536	eV
energy relative to the best compared isomer or geometry (same formula, charge and spin)	8.1	kcal/mol
structure (SMILES)	O=C(O)CCO.O

```
15
Properties=species:S:1:pos:R:3:forces:R:3
O -2.1366 -1.5084 0.7156 0.0 0.3 0.4
O -1.2467 -0.4469 -1.0336 0.1 0.1 0.1
O 0.3355 1.8940 -1.9724 0.0 0.4 0.1
O 1.7716 0.8855 0.1898 0.5 0.0 0.6
C -1.1473 -0.8040 0.1140 0.0 0.1 -0.5
C -0.0014 -0.5547 1.0581 -1.1 -0.5 0.5
C 1.4074 -0.4095 0.5175 0.0 -0.9 0.6
H -0.4397 1.4647 -2.3462 0.0 -0.3 0.1
H -0.1105 -1.3629 1.7816 0.5 -0.3 0.0
H -0.0149 2.6477 -1.4820 0.0 0.0 -0.2
H -2.9489 -1.3797 0.2080 0.1 -0.2 -0.3
H 1.1806 1.1639 -0.4964 -0.5 0.5 -1.2
H 2.0499 -0.7308 1.3269 0.3 0.1 0.3
H -0.3069 0.2906 1.6837 0.2 0.3 -0.3
H 1.6078 -1.1496 -0.2647 -0.2 0.2 -0.4
```
Forces are in eV/Å.

=====

The following is a DFT calculation (the ωB97M-V functional and the def2-TZVPD basis) of a molecular structure, C10H31MgO6S5 at a distorted geometry.

LUMO energy	-3.747	eV
energy relative to the best compared isomer or geometry (same formula, charge and spin)	165.4	kcal/mol
charge	+1

```
53
Properties=species:S:1:pos:R:3:forces:R:3
S -5.5201 -35.1613 11.4045 0.0 0.9 -0.5
S -4.8821 -29.1555 9.4437 0.4 -1.2 0.5
S -3.9332 -27.5444 15.6352 1.4 -0.7 1.4
S -0.5971 -32.4178 14.3213 -0.9 1.4 0.5
S -8.4659 -28.7205 13.6406 -1.2 -1.6 1.8
Mg -4.7805 -31.2770 13.5816 -0.5 -1.1 2.2
O -5.2495 -33.6909 11.6798 0.1 -0.5 0.0
O -5.4139 -32.3270 15.7985 1.0 1.1 -1.6
O -7.5955 -29.9522 13.4667 -0.3 0.6 -0.6
O -1.9275 -32.0018 13.6494 1.1 -0.2 0.9
O -4.6933 -29.7399 10.8626 -0.6 1.0 -1.3
O -3.4650 -28.8176 14.9698 -0.5 -0.1 -0.6
C -6.5594 -29.6674 8.8370 0.6 0.7 0.5
C -0.9946 -32.9529 16.0224 -0.8 0.2 -0.5
C -4.0645 -28.1029 17.4106 -0.2 0.5 0.1
C -4.1517 -36.1208 12.0506 -0.2 0.4 0.7
C -2.3682 -26.5717 15.8129 -0.5 0.1 0.3
C -5.2506 -27.3618 9.5855 0.2 -0.4 0.8
C -10.1157 -28.9579 12.8217 0.8 -0.4 -1.3
C -5.2113 -35.4672 9.6148 -0.3 0.3 0.6
C 0.2443 -30.8145 14.8546 -1.4 0.4 -0.7
C -9.2290 -29.0538 15.3403 0.7 0.7 -1.0
H -1.6510 -27.0863 16.4523 -0.1 -0.5 -0.4
H -0.4393 -30.2481 15.4870 -0.2 -0.5 0.5
H -5.2809 -36.5475 9.4878 0.2 0.0 -0.1
H -3.1978 -35.6083 11.9256 0.0 -0.3 -0.7
H -10.6693 -29.8603 13.0808 0.3 0.0 0.6
H -4.7798 -27.5338 18.0045 -0.3 0.1 -0.4
H -6.0178 -35.0001 9.0495 0.0 0.0 0.2
H 0.1835 -30.1827 13.9685 0.6 -0.3 -0.4
H -2.5351 -25.6239 16.3246 -0.4 0.1 -0.2
H -9.9946 -29.8190 15.2126 0.2 0.1 0.1
H -6.7852 -30.7174 9.0228 0.3 0.2 0.5
H -4.2602 -35.0442 9.2914 0.1 -0.2 0.2
H -10.7732 -28.0887 12.8416 0.3 0.2 0.5
H -1.9834 -26.3862 14.8101 0.0 -0.1 0.1
H -4.3436 -26.7842 9.7644 0.2 -0.4 0.0
H -4.2796 -37.1330 11.6671 0.5 0.1 -0.1
H -5.8172 -32.8276 16.5343 0.1 0.4 -1.1
H -9.8481 -29.1057 11.7755 0.0 0.1 -0.2
H -1.6566 -32.2060 16.4605 0.3 0.3 0.1
H -0.0780 -33.1182 16.5887 -0.1 0.0 -0.1
H -3.1404 -28.0046 17.9802 0.3 -0.1 -0.5
H -5.7374 -26.9049 8.7239 -0.2 -0.5 0.0
H 1.2397 -30.8130 15.2988 -0.1 -0.6 -0.3
H -4.3758 -29.1470 17.3799 0.0 0.1 -0.2
H -7.1767 -28.9561 9.3859 -0.6 -0.5 -0.3
H -9.6281 -28.1018 15.6904 -0.2 -0.1 0.1
H -8.4105 -29.3957 15.9738 -0.1 0.0 -0.1
H -5.8391 -27.3249 10.5022 -0.3 0.3 -0.1
H -1.6428 -33.8278 15.9729 0.4 -0.3 -0.2
H -4.2721 -36.1350 13.1339 -0.3 -0.1 0.0
H -6.6164 -29.5379 7.7562 0.1 0.4 0.1
```
Forces are in eV/Å.

=====

The following is a DFT calculation (the ωB97M-V functional and the def2-TZVPD basis) of 2 unconnected molecules or ions with the total composition C4H20N7P2 at a distorted geometry.

LUMO energy	-2.313	eV
charge	+1

```
33
Properties=species:S:1:pos:R:3:forces:R:3
P -0.7722 0.4460 -0.2366 0.8 1.5 0.3
P 1.5142 0.0170 -0.5892 1.9 0.9 1.5
N 0.3655 0.7187 -1.5180 -1.0 0.7 -2.5
N -1.2966 2.0187 0.0927 1.4 0.4 0.2
N -4.6512 0.8219 -0.3387 1.1 -0.2 0.2
N 2.7665 1.1839 -0.5056 -0.7 -6.0 1.3
N 0.4445 -0.2056 0.6399 0.3 0.0 -1.1
N -2.1034 -0.4175 -0.4768 -0.4 3.5 -0.2
N 2.2133 -1.2983 -1.2298 0.3 1.8 -0.7
C 4.0943 1.0406 0.2036 0.2 0.4 -3.6
C -2.1594 -1.7837 -0.2309 3.3 -4.2 1.5
C -2.1885 -2.0157 1.3772 -1.1 1.8 -2.7
C 4.0883 0.0873 1.3244 -2.1 0.3 0.9
H -1.3643 -1.7101 1.9605 1.4 0.7 -0.1
H -1.2026 -2.3369 -0.7787 -2.5 1.3 1.4
H -2.9895 -1.2818 1.5375 -0.2 -0.6 1.0
H -5.4890 0.5837 0.1362 -0.8 -0.4 0.3
H 0.3631 0.9218 -2.5681 -0.3 -0.4 2.3
H -1.9747 2.3059 0.8206 0.7 -0.8 -0.6
H -2.4019 -2.9737 1.7339 -0.9 -1.6 0.1
H -4.6468 0.4697 -1.2781 -0.4 0.1 -0.4
H 4.6963 0.2774 2.1447 1.7 1.3 1.2
H -3.0629 -2.2223 -0.6198 -0.2 -0.1 -0.3
H 4.3544 -0.8841 1.1234 0.2 -2.4 -1.1
H 2.3702 1.9689 -0.8375 -0.6 3.9 -0.9
H 4.8642 0.8451 -0.6576 -1.1 0.1 1.9
H 2.6250 -1.0787 -2.1283 0.4 -0.4 0.2
H 3.1152 0.0907 1.8348 -0.1 -0.1 -0.4
H -0.4409 2.6501 0.1195 -1.7 -1.0 -0.1
H 4.2448 2.0210 0.5440 0.7 1.3 0.6
H -2.9864 0.1642 -0.2695 0.7 -1.0 -0.3
H -4.5777 1.8162 -0.3402 0.0 0.7 -0.3
H 2.1885 -2.2402 -0.9895 -0.4 -1.6 0.6
```
Forces are in eV/Å.